--- A ---
{
  "formula": "C3H4N3",
  "method": "ωB97M-V/def2-TZVPD",
  "lumo_ev": [-6.71, -6.71],
  "e_homo_ha": [-0.567, -0.567],
  "homo_lumo_gap_ha": [0.320, 0.320],
  "charge": 1,
  "species": ["C", "C", "C", "N", "N", "N", "H", "H", "H", "H"],
  "xyz": [[-0.33777, -1.15949, -0.02328], [-0.31558, 1.05642, -0.05182], [1.62407, -0.77473, 0.01331], [0.45255, -0.01586, -0.09732], [-1.56316, -0.78971, 0.05213], [-1.55140, 0.57050, 0.01377], [-0.02618, 2.08895, -0.05979], [2.06180, -0.89881, 0.99279], [2.08811, -1.15617, -0.88203], [-2.43246, 1.07891, 0.04224]],
  "nbo_charge": [0.33, 0.27, 0.15, -0.45, -0.25, -0.29, 0.27, 0.25, 0.26, 0.47]
}



--- B ---
{
  "formula": "C3H4N3",
  "method": "ωB97M-V/def2-TZVPD",
  "lumo_ev": [-6.39, -6.57],
  "e_homo_ha": [-0.523, -0.524],
  "homo_lumo_gap_ha": [0.288, 0.283],
  "charge": 1,
  "species": ["C", "C", "C", "N", "N", "N", "H", "H", "H", "H"],
  "xyz": [[0.32885, -0.99293, -0.89296], [0.46339, -0.24279, 1.30911], [-0.58943, 0.96988, -0.31479], [-0.33752, 0.07814, -1.20386], [0.49140, -1.25221, 0.43478], [0.02461, 0.94591, 0.87950], [0.74445, -1.63263, -1.65955], [-1.97478, 2.54481, -0.83053], [0.77294, -2.16861, 0.77811], [0.07610, 1.75043, 1.50018]],
  "nbo_charge": [0.38, 0.31, 0.48, -0.47, -0.54, -0.59, 0.25, 0.24, 0.46, 0.47]
}



It is B that is the least stable of them.



--- A ---
{
  "formula": "H80O40",
  "method": "ωB97M-V/def2-TZVPD",
  "lumo_ev": -0.57,
  "e_homo_ha": -0.365,
  "homo_lumo_gap_ha": 0.344,
  "species": ["H", "H", "O", "H", "H", "O", "H", "H", "O", "H", "H", "O", "H", "H", "O", "H", "O", "H", "O", "H", "H", "O", "H", "H", "O", "H", "H", "O", "H", "H", "O", "H", "O", "H", "H", "O", "H", "H", "O", "H", "H", "O", "H", "H", "O", "H", "H", "O", "H", "H", "O", "H", "O", "H", "H", "O", "H", "O", "H", "H", "O", "H", "H", "O", "H", "H", "O", "H", "H", "O", "H", "H", "O", "H", "H", "O", "H", "H", "O", "H", "H", "O", "H", "H", "O", "H", "H", "O", "H", "O", "H", "H", "O", "H", "H", "H", "H", "H", "H", "O", "H", "H", "O", "H", "H", "O", "H", "H", "O", "H", "H", "O", "H", "H", "O", "H", "H", "O", "H", "H"],
  "xyz": [[4.33088, -0.87195, -1.40778], [2.69002, -0.96424, -0.90757], [3.63952, -0.73276, -0.81905], [0.83580, 1.89235, 4.53614], [2.09189, 1.55045, 5.17679], [1.15413, 1.15111, 5.07321], [-3.07009, 0.86643, 0.67027], [-2.05764, 1.41952, -0.56386], [-2.32820, 1.36093, 0.51260], [-1.57213, -4.24020, -3.14317], [-0.38463, -3.71295, -4.01520], [-1.17691, -3.36772, -3.57496], [3.10422, 1.79694, -0.78751], [4.06515, 1.98218, 0.58356], [3.38833, 2.36568, 0.05522], [-5.22261, 0.70339, -1.38342], [-5.20928, 1.48428, -0.74846], [-3.40009, -4.83200, -1.96151], [-3.23249, -5.10230, -2.85970], [0.32362, 1.71984, 1.75619], [-0.54764, 0.44524, 1.40125], [0.36056, 0.78577, 1.70071], [-4.10054, -4.14301, 1.81589], [-2.87954, -3.49415, 2.69515], [-3.16055, -4.05948, 1.94152], [0.00867, -5.26382, -1.85657], [0.93947, -3.98101, -2.22661], [0.78205, -4.86906, -2.32981], [-4.56028, -1.24407, -2.58985], [-4.38953, -0.17568, -3.71073], [-4.24540, -0.34436, -2.80361], [1.46098, 1.02068, -2.83296], [2.27712, 1.00238, -2.26980], [1.23459, -0.26541, -4.74150], [1.39597, -1.64102, -4.70273], [0.73734, -1.02400, -5.10664], [1.45001, -1.23780, 3.78454], [1.74410, -2.39185, 4.58046], [0.99390, -1.97849, 4.17391], [2.43265, 3.49632, -1.76023], [1.57184, 3.04033, -3.01101], [2.31994, 3.69740, -2.66217], [-2.05803, 4.88167, 1.93904], [-2.55627, 5.36699, 3.37941], [-2.52640, 4.62652, 2.76592], [5.02824, -2.03982, 0.26090], [3.74443, -2.39065, 0.37319], [4.53895, -2.66272, 0.86192], [-2.20246, -2.84937, 1.10187], [-2.56397, -1.46733, 1.59121], [-2.21480, -1.93729, 0.81077], [-2.42599, 1.96494, -2.64104], [-1.84214, 1.28714, -2.34473], [1.60306, -2.64609, 1.32642], [0.50844, -2.21049, 0.29788], [1.43926, -2.38753, 0.45704], [0.40890, 0.70158, -1.25879], [0.45104, 1.62069, -0.95114], [-3.39579, 4.34005, -3.10568], [-2.86062, 3.74170, -4.42765], [-2.57712, 4.00696, -3.54205], [-1.83028, -3.07856, 4.44082], [-1.28508, -1.79958, 3.53928], [-1.70147, -2.74152, 3.58337], [3.97197, -1.38215, -5.21573], [3.26425, -1.59095, -3.78793], [3.87010, -1.06914, -4.34034], [-0.77347, -1.94181, -0.80372], [-1.00466, -2.89518, -1.89894], [-0.38982, -2.72513, -1.17934], [-1.16764, 0.31904, -4.81107], [-2.52847, 1.23941, -5.10431], [-1.64142, 1.09644, -4.90101], [0.78295, 4.18923, 2.80788], [0.49634, 4.16345, 4.43471], [0.82720, 3.72946, 3.61656], [-0.88892, 3.36840, 0.14415], [0.42974, 4.05402, 0.54565], [-0.36194, 3.62283, 0.87818], [2.82206, 3.50085, 1.21908], [2.30074, 4.78564, 0.59875], [2.17707, 4.25333, 1.39997], [2.70562, -3.35585, -2.32004], [1.53693, -2.20091, -2.20538], [2.45635, -2.50722, -2.69758], [0.22311, -5.21030, 1.18050], [-1.19610, -4.80850, 0.65657], [-0.37612, -5.24116, 0.45872], [4.03303, -0.28288, 0.78252], [4.73686, 0.20339, 1.25152], [-3.69482, -2.03419, -0.28631], [-5.15160, -2.42030, 0.22538], [-4.66050, -2.14014, -0.51237], [-2.49195, 0.55495, -2.19911], [-6.16323, 1.55689, -0.44285], [0.71264, 1.74833, 0.01197], [-3.90437, -4.61176, -3.29271], [3.00703, 1.34766, -2.78015], [4.63903, -0.36338, 2.08078], [-3.65579, 2.04385, 3.63483], [-3.21644, 2.04570, 2.71093], [-3.68405, 3.00872, 3.82098], [-3.68317, -0.68309, 2.53529], [-3.23352, -0.25796, 3.31501], [-3.90662, -0.09395, 1.82787], [3.29526, -0.88629, 4.38381], [2.69701, -0.21493, 4.64169], [4.18879, -0.66658, 4.79152], [-1.59700, 0.35669, 3.71893], [-0.61770, 0.24749, 3.84501], [-1.74464, 1.00017, 4.37026], [3.24512, 2.63671, 4.10547], [3.11065, 3.55888, 4.06797], [3.18476, 2.53582, 3.14744], [6.67048, 0.68734, -0.67850], [5.92835, 0.33153, -0.15046], [6.38962, 1.47972, -1.20961], [-0.13738, 3.29260, -3.46842], [-0.59757, 2.39363, -3.36597], [-0.71126, 4.06036, -3.69699]],
  "mulliken_charge": [0.02, -0.24, 0.47, 0.26, 0.36, -0.73, -0.13, 0.13, 0.01, 0.39, 0.33, -0.64, 0.08, 0.39, -0.50, 0.36, -0.55, 0.32, -0.67, -0.03, 0.03, -0.15, 0.24, 0.36, -0.61, 0.29, 0.19, -0.68, 0.22, 0.21, -0.49, -0.22, -0.14, 0.39, 0.28, -0.67, 0.36, 0.28, -0.56, 0.30, 0.50, -0.70, 0.24, 0.26, -0.53, 0.38, 0.34, -0.75, 0.31, -0.12, 0.45, 0.23, -0.22, 0.14, -0.09, -0.23, -0.14, 1.66, 0.30, 0.29, -0.67, 0.19, 0.29, -0.62, 0.29, 0.32, -0.61, -0.33, -0.21, 0.98, 0.26, 0.23, -0.53, 0.19, 0.21, -0.41, 0.04, 0.24, -0.47, 0.30, 0.28, -0.71, 0.25, 0.23, -0.69, 0.25, 0.20, -0.63, 0.10, -0.84, 0.42, 0.24, -0.67, 0.01, 0.29, -0.58, 0.32, 0.31, 0.43, -0.69, 0.31, 0.29, -0.61, 0.36, 0.17, -0.68, 0.29, 0.30, -0.46, 0.09, 0.26, -0.64, 0.34, 0.22, -0.66, 0.40, 0.31, -0.60, 0.22, 0.25]
}



--- B ---
{
  "formula": "H80O40",
  "method": "ωB97M-V/def2-TZVPD",
  "lumo_ev": -0.44,
  "e_homo_ha": -0.392,
  "homo_lumo_gap_ha": 0.376,
  "species": ["H", "H", "O", "H", "H", "O", "H", "H", "O", "H", "H", "O", "H", "H", "O", "H", "O", "H", "O", "H", "H", "O", "H", "H", "O", "H", "H", "O", "H", "H", "O", "H", "O", "H", "H", "O", "H", "H", "O", "H", "H", "O", "H", "H", "O", "H", "H", "O", "H", "H", "O", "H", "O", "H", "H", "O", "H", "O", "H", "H", "O", "H", "H", "O", "H", "H", "O", "H", "H", "O", "H", "H", "O", "H", "H", "O", "H", "H", "O", "H", "H", "O", "H", "H", "O", "H", "H", "O", "H", "O", "H", "H", "O", "H", "H", "H", "H", "H", "H", "O", "H", "H", "O", "H", "H", "O", "H", "H", "O", "H", "H", "O", "H", "H", "O", "H", "H", "O", "H", "H"],
  "xyz": [[1.14604, 2.03521, 4.35374], [1.32539, 2.82361, 5.78099], [0.76776, 2.65761, 4.98386], [-1.12252, -4.54637, -1.39351], [-1.15433, -4.30187, 0.14575], [-1.71291, -4.44513, -0.61747], [-1.11839, 4.10225, 1.00157], [-1.59068, 3.17735, -0.06422], [-0.99610, 3.93067, 0.05417], [3.69940, -0.58378, -5.04342], [4.31626, -1.34654, -3.98120], [3.43596, -1.29225, -4.42034], [3.20191, -1.32242, -1.33014], [4.59350, -1.80768, -0.84061], [3.81439, -2.05527, -1.37273], [5.25336, -1.37652, 1.37973], [4.77262, -2.15760, 1.73693], [2.69217, 2.99852, -5.29879], [3.50724, 3.33793, -4.80079], [-4.26224, 2.59737, -2.78069], [-4.16573, 0.99467, -3.25592], [-3.76946, 1.79053, -2.86604], [3.46607, 2.72517, 1.12405], [3.36300, 4.03880, 1.75298], [3.07457, 3.12644, 1.92140], [1.88724, 0.41459, 2.16991], [3.42654, 0.17443, 2.51070], [2.71002, 0.01166, 1.85344], [2.93793, -4.38119, -2.01039], [4.24595, -4.85470, -2.86165], [3.50811, -5.07547, -2.30937], [-2.25926, -0.44021, 5.86082], [-3.13815, -0.58374, 5.42091], [-2.96125, -1.43477, -4.04242], [-3.61143, -1.95079, -2.63874], [-3.57121, -1.26178, -3.32482], [-2.28889, -0.61065, 3.51012], [-2.17260, -0.84201, 2.14698], [-1.54442, -0.64945, 2.86454], [-3.67420, -2.55230, 0.61222], [-3.09732, -1.05437, 0.33242], [-3.55691, -1.86282, -0.05707], [1.48217, -3.43881, -4.31082], [1.64320, -1.89616, -4.56002], [1.05193, -2.59064, -4.20985], [0.16572, 4.95273, -0.79107], [0.33088, 6.27821, -0.15557], [0.87696, 5.59284, -0.57142], [0.79891, 0.53431, 0.75412], [1.24054, 1.14320, -0.61160], [0.64732, 1.24072, 0.13865], [-1.11855, -0.74747, -2.23618], [-0.18338, -0.53903, -2.05482], [2.30658, 4.39267, -0.13007], [3.26504, 3.92567, -1.37750], [2.70616, 3.64588, -0.65056], [-0.19259, 3.82176, -4.44453], [-0.77174, 3.48088, -3.76337], [-3.20592, 0.80420, -1.19982], [-1.64679, 1.08053, -0.95209], [-2.51649, 0.97855, -0.53340], [-0.86369, -2.07460, 0.53640], [-0.26983, -2.03053, 1.86878], [-0.81254, -2.68122, 1.31345], [3.67639, -3.58288, 2.37790], [4.09385, -4.96001, 1.91105], [3.39081, -4.32178, 1.75960], [-1.52566, -1.35914, -5.81934], [-0.67451, -2.18174, -4.78016], [-1.29843, -1.44432, -4.87720], [0.99784, -3.69480, -1.38589], [-0.44211, -3.39725, -1.23638], [0.23517, -3.47557, -1.95079], [-4.01666, -2.44784, 3.10522], [-3.42204, -3.57711, 2.11058], [-4.22995, -3.15443, 2.49663], [4.36540, 0.51189, 0.11628], [5.78733, 0.35325, -0.48594], [5.09354, -0.14532, -0.04973], [-2.82488, 5.28028, -1.81610], [-1.23640, 5.24769, -1.57498], [-1.98214, 5.69990, -1.99129], [-1.03037, 1.13249, 6.18857], [0.42890, 0.65782, 6.77167], [-0.40180, 0.44461, 6.37570], [-4.68545, 0.14289, 2.97228], [-4.74657, -0.90447, 1.80838], [-4.18227, -0.24922, 2.24451], [-1.19605, 1.98222, -5.75411], [-2.06297, 1.96756, -6.17873], [0.52972, 0.85770, -3.60432], [-0.72613, 0.56302, -4.15629], [0.04889, 1.09388, -4.41932], [0.22939, -1.23273, -2.57497], [4.12723, -2.17085, 1.01203], [-0.44746, 2.57314, -3.63859], [2.86485, 3.63689, -4.13645], [-3.95340, -0.52083, 5.89524], [-2.67786, 2.49543, -5.63366], [-5.92302, 0.15617, -1.44945], [-5.46928, -0.64479, -1.17142], [-6.68968, 0.15844, -0.85857], [2.96748, -1.50881, 6.01423], [2.61564, -0.60584, 5.95918], [2.28922, -2.17800, 5.86145], [1.40864, 2.43836, -2.44088], [1.55323, 3.13144, -1.71116], [0.45359, 2.64755, -2.46856], [0.32973, -4.69026, 2.77856], [0.58122, -3.78377, 2.62689], [1.15256, -5.11565, 2.46704], [0.22791, -1.87097, 4.75928], [0.51739, -2.21065, 3.91897], [0.00437, -0.94351, 4.69994], [0.38979, 1.02208, 2.97418], [-0.26255, 1.71747, 2.93971], [0.05750, 0.14515, 2.80988], [-2.66327, 1.90511, 4.53332], [-3.23999, 2.60163, 4.83407], [-2.71803, 1.78761, 3.57635]],
  "mulliken_charge": [0.20, 0.26, -0.67, 0.34, 0.40, -0.61, 0.19, 0.10, -0.33, 0.28, 0.26, -0.59, 0.21, 0.21, -0.41, 0.38, -0.67, 0.34, -0.65, 0.18, 0.23, -0.45, 0.24, 0.24, -0.54, -0.16, 0.25, -0.09, 0.30, 0.31, -0.64, 0.28, -0.56, 0.31, 0.25, -0.56, -0.10, -0.09, 1.12, 0.38, 0.01, -0.63, 0.22, 0.34, -0.56, 0.19, 0.39, -0.64, -0.37, -0.02, 0.49, 0.03, 0.23, 0.34, 0.24, -0.56, 0.30, -0.51, 0.15, 0.08, -0.42, 0.07, 0.01, -0.09, 0.36, 0.27, -0.61, 0.25, 0.29, -0.53, 0.32, 0.20, -0.65, 0.34, 0.36, -0.70, 0.25, 0.25, -0.64, 0.26, 0.34, -0.66, 0.25, 0.23, -0.64, 0.20, 0.29, -0.50, 0.29, -0.64, 0.23, 0.43, -0.78, -0.08, 0.35, 0.32, 0.28, 0.24, 0.34, -0.57, 0.28, 0.27, -0.62, 0.27, 0.34, -0.41, 0.13, 0.27, -0.54, 0.15, 0.33, -0.62, 0.27, 0.15, 0.64, -0.06, -0.10, -0.53, 0.25, 0.18]
}



It is A that is the least stable of them.